1.
Density functional theory data (ωB97M-V/def2-TZVPD) for C34H72Cl2F2IN15O17P as an isolated structure at a distorted geometry.

The geometry in ORCA input format:
```
! wB97M-V def2-TZVPD RIJCOSX def2/J DEFGRID3
* xyz 1 1
C -4.77707 2.44389 4.36390
C -4.97984 1.00594 3.60714
C -3.77515 -0.01407 3.93512
C -3.33862 -1.01771 2.75667
C -2.08940 -0.62563 1.82400
F -1.44432 0.44212 2.61047
C -2.47449 0.32953 0.54295
I -2.67723 2.47208 1.29020
C -3.93625 0.19392 -0.07653
C -4.31234 1.50639 -0.97982
O -5.44275 2.08269 -0.81925
O -3.48893 2.03408 -2.00540
O -1.40358 0.63128 -0.35828
C -0.58434 -0.48830 -0.76560
C -1.45033 -1.18486 -1.91773
O -1.79411 -0.19867 -2.96499
C -2.99011 -0.68663 -3.64325
C 0.58479 0.18282 -1.68057
C 0.39730 1.77668 -1.90692
O 0.03875 2.15642 -3.06117
Cl 0.72633 3.06693 -0.66275
C -0.04468 -1.41082 0.48758
C 0.63887 -2.60899 -0.31774
C 1.48626 -3.77929 0.34930
C 3.07077 -3.61278 0.50043
C 3.87214 -3.13858 -0.81672
C 5.42735 -3.05130 -0.31465
C 6.40488 -2.27794 -1.31424
O 5.79655 -1.75845 -2.52856
C 6.84453 -0.92505 -3.10045
C 6.90124 0.60277 -2.57896
O 7.66984 -1.32552 -3.95544
C 1.01214 -0.34686 1.16106
O 2.39306 -0.63523 0.94565
C 3.19816 0.57348 0.89177
C 4.71084 0.27730 0.45442
N -1.10879 -1.76522 1.50977
C -1.85438 -3.07643 1.22665
C -2.98556 -3.22974 0.18065
O -2.74136 -3.89775 -0.86718
F -4.38417 -2.88226 0.29847
P -0.43956 -2.54151 3.07869
O -0.84441 -1.52232 4.44814
Cl 1.63130 -2.55963 3.41171
H -5.44434 3.23646 3.84221
H -5.12780 2.41253 5.46107
H -3.69871 2.82327 4.31085
H -5.14671 1.25674 2.51343
H -5.99708 0.62103 4.01388
H -2.92051 0.47262 4.53288
H -4.27259 -0.66811 4.76777
H -3.17934 -2.00067 3.36340
H -4.31750 -1.25603 2.18336
H -4.15870 -0.67525 -0.77600
H -4.80520 0.18435 0.69103
H -3.58389 3.02067 -1.91476
H -0.90029 -2.02642 -2.50156
H -2.48193 -1.56819 -1.67409
H -3.24740 -0.09563 -4.59115
H -2.76205 -1.79174 -3.92253
H -3.93180 -0.60200 -2.96489
H 0.66517 -0.28059 -2.74294
H 1.65777 0.05977 -1.32061
H 1.30623 -2.27633 -1.20766
H -0.19726 -3.20723 -0.87103
H 1.42637 -4.68098 -0.39488
H 1.00881 -4.25459 1.29894
H 3.47984 -4.67404 0.74888
H 3.43678 -2.94573 1.35043
H 3.76985 -3.85990 -1.71335
H 3.48933 -2.08155 -1.10289
H 5.81422 -4.12640 -0.14357
H 5.50055 -2.53845 0.72305
H 7.28535 -2.99193 -1.56545
H 6.88544 -1.41286 -0.71587
H 6.70020 0.59791 -1.45529
H 7.89219 1.11792 -2.81191
H 6.00436 1.12904 -3.08349
H 0.81655 0.75441 0.84092
H 0.88880 -0.22653 2.30407
H 3.09753 1.08489 1.91758
H 2.75695 1.29543 0.09933
H 5.28156 -0.38942 1.20730
H 4.65621 -0.21581 -0.59332
H 5.20998 1.29771 0.29080
H -1.12563 -3.97034 1.07387
H -2.38476 -3.50225 2.17845
H -0.66640 -2.10320 5.23891
C -8.97704 2.27720 -2.30926
O -9.14444 1.07885 -2.13691
N -9.93876 3.08286 -2.82569
N -7.81731 2.90471 -1.99995
H -9.82172 4.06843 -2.97523
H -10.81650 2.65240 -3.06856
H -7.07531 2.33736 -1.61205
H -7.66010 3.88698 -2.13389
C 10.66437 0.34018 -6.06860
O 11.55968 -0.34924 -5.60487
N 10.88618 1.28752 -7.01427
N 9.37218 0.21929 -5.67917
H 10.16524 1.86422 -7.40808
H 11.83520 1.40757 -7.32991
H 9.16601 -0.47600 -4.97612
H 8.62266 0.77595 -6.04779
C -2.19706 0.13266 -7.93922
O -1.94877 -0.91005 -7.35285
N -2.94699 0.17650 -9.06690
N -1.74375 1.33702 -7.51262
H -3.16212 1.02221 -9.56321
H -3.30254 -0.69906 -9.41594
H -1.18165 1.34608 -6.67615
H -1.93622 2.20467 -7.97954
C -6.12903 2.08984 8.09264
O -5.17390 1.78260 7.39197
N -6.02038 2.93366 9.14620
N -7.37799 1.61269 7.87533
H -6.79095 3.19812 9.73292
H -5.10636 3.31015 9.34043
H -7.49978 0.98123 7.09980
H -8.17426 1.85228 8.43800
C 8.50456 -0.04928 1.83393
O 7.53023 -0.64652 1.39268
N 9.77121 -0.34010 1.45646
N 8.39869 0.95356 2.73744
H 10.58261 0.13706 1.80590
H 9.89166 -1.08143 0.78463
H 7.47105 1.19993 3.04354
H 9.18412 1.45520 3.11108
C -5.81213 -4.32149 3.48783
O -6.36245 -3.23909 3.61451
N -5.36095 -4.77620 2.29142
N -5.60325 -5.16257 4.52972
H -4.90537 -5.66239 2.16485
H -5.49889 -4.17870 1.49256
H -5.92475 -4.85984 5.43558
H -5.15323 -6.05630 4.44622
C 2.45129 6.54495 0.72482
O 3.26654 5.84327 1.30404
N 2.56918 7.89259 0.64862
N 1.35698 6.03541 0.10756
H 1.91051 8.48614 0.17778
H 3.37014 8.30920 1.09560
H 1.23542 5.03543 0.14301
H 0.67469 6.59290 -0.37396
*
```

Values from the calculation:
calculated total energy: -141443.1000 eV
highest occupied orbital energy: -0.3891 Eh
frontier orbital gap: 0.248 hartree



2.
Density functional theory data (ωB97M-V/def2-TZVPD) for C34H72FGaN5O9 as an isolated structure at a distorted geometry.

The geometry in ORCA input format:
```
! wB97M-V def2-TZVPD RIJCOSX def2/J DEFGRID3
* xyz -1 1
C -1.61466 -0.29786 -1.93684
C -1.94189 0.60457 -3.19738
C -1.82389 2.14383 -2.77443
C -1.14645 0.20544 -4.50753
C 0.05560 1.14453 -4.86763
C -0.57431 -1.28340 -4.44511
O 0.65603 -1.35898 -3.75830
Ga 1.33486 -3.11586 -3.65054
C -0.03828 -4.49490 -2.95003
C -0.80167 -3.91496 -1.65830
C -0.91154 -5.03016 -0.56666
C -1.35760 -4.51662 0.85472
N -0.66107 -3.25980 1.23729
C -1.51238 -2.27574 1.72319
C -0.54926 -1.13893 1.98211
C 0.82791 -1.61860 1.59214
C 0.69906 -2.99947 1.14661
C 2.99171 -3.09343 -2.39862
O 3.53857 -4.13796 -2.13208
N 3.45552 -1.77582 -1.81617
C 4.77442 -1.41574 -2.24516
O 4.88942 -0.46406 -2.93925
F 5.91009 -2.13162 -1.87967
H -2.10435 -1.28647 -2.10880
H -0.52310 -0.42305 -1.74784
H -2.09948 0.12935 -1.01251
H -3.05606 0.41092 -3.42689
H -0.78434 2.54277 -2.72993
H -2.52367 2.74616 -3.40323
H -2.22790 2.21265 -1.72167
H -1.86192 0.20050 -5.37904
H 0.90788 1.08869 -4.14663
H -0.23226 2.23461 -4.93361
H 0.37727 0.87322 -5.91326
H -1.34143 -2.00412 -4.04133
H -0.38935 -1.57341 -5.52710
H 1.76657 -3.53293 -5.15217
H 0.51591 -5.44002 -2.70105
H -0.83113 -4.64123 -3.72746
H -1.80061 -3.48911 -1.94227
H -0.18315 -3.03278 -1.33494
H 0.00484 -5.66279 -0.45307
H -1.72226 -5.73549 -0.91519
H -2.46912 -4.35247 0.84900
H -1.17996 -5.28602 1.66041
H -2.60533 -2.30324 1.86696
H -0.81082 -0.12922 2.36456
H 1.80262 -1.09275 1.59700
H 1.43480 -3.72313 0.75441
H 3.36053 -1.76937 -0.79484
C 7.21619 3.27438 -1.33599
O 7.76539 2.91354 -0.07808
C 7.70243 3.96089 0.88562
C 6.76074 3.57819 2.01842
N 5.37302 3.56901 1.56260
C 4.44131 2.98761 2.52826
C 4.59109 1.49470 2.83306
O 4.28982 0.65474 1.73090
C 5.38627 0.39641 0.86422
H 7.40019 2.45546 -2.03100
H 6.13581 3.42915 -1.26293
H 7.69638 4.17684 -1.72730
H 7.41522 4.91650 0.43704
H 8.71175 4.07742 1.29411
H 6.86603 4.29914 2.83546
H 7.06488 2.59084 2.38604
H 5.31344 3.03707 0.70254
H 3.43660 3.14690 2.12646
H 4.49793 3.55363 3.46447
H 3.85370 1.24677 3.60389
H 5.56860 1.24499 3.26181
H 6.34257 0.38587 1.39381
H 5.40864 1.12470 0.05115
H 5.23240 -0.58613 0.41447
C -8.47888 2.78669 -6.83476
O -8.02468 3.79853 -5.95293
C -8.77026 3.86126 -4.73890
C -7.89321 3.47107 -3.55777
N -7.57950 2.04457 -3.58701
C -6.55702 1.64878 -2.61690
C -5.14261 2.19688 -2.82354
O -4.50306 1.70909 -3.99250
C -4.76911 2.46220 -5.16406
H -7.92409 2.88020 -7.76852
H -8.29267 1.79148 -6.41981
H -9.54508 2.90644 -7.05119
H -9.67483 3.24735 -4.78039
H -9.08292 4.90282 -4.61274
H -8.41854 3.70445 -2.62645
H -6.98159 4.07868 -3.60326
H -7.25232 1.79927 -4.51358
H -6.49979 0.55713 -2.65298
H -6.90061 1.91168 -1.61085
H -4.53365 1.84189 -1.98620
H -5.10093 3.29135 -2.78143
H -4.92906 3.52269 -4.95043
H -5.62745 2.04930 -5.69982
H -3.90244 2.36975 -5.82256
C 1.24232 -0.19997 9.60500
O 1.07474 0.21872 8.26283
C 2.27098 0.11908 7.49034
C 2.11421 -0.93406 6.40314
N 2.07259 -2.27779 6.97740
C 1.69309 -3.31267 6.01410
C 0.27148 -3.25859 5.45115
O -0.73637 -3.51086 6.42503
C -1.17593 -2.36444 7.13187
H 0.31507 0.00649 10.14037
H 1.44140 -1.27480 9.65926
H 2.05301 0.35371 10.08913
H 3.14659 -0.08302 8.11445
H 2.42211 1.09285 7.01379
H 2.95848 -0.86523 5.71058
H 1.19410 -0.71041 5.85077
H 1.40499 -2.28930 7.73884
H 1.81373 -4.27256 6.52544
H 2.40770 -3.30698 5.18499
H 0.18616 -4.06670 4.71836
H 0.06231 -2.33961 4.89330
H -1.12873 -1.45738 6.52351
H -0.59870 -2.23455 8.05096
H -2.21576 -2.52981 7.42301
*
```

Values from the calculation:
calculated total energy: -117391.7366 eV
highest occupied orbital energy: -0.1839 Eh
frontier orbital gap: 0.265 hartree



3.
Density functional theory data (ωB97M-V/def2-TZVPD) for C34H73BBrInNO11 as an isolated structure at a distorted geometry.

The geometry in ORCA input format:
```
! wB97M-V def2-TZVPD RIJCOSX def2/J DEFGRID3
* xyz -1 1
C -4.69089 5.06022 -1.34688
C -3.17356 4.88315 -1.53343
C -2.66254 3.63604 -0.83174
N -2.95777 3.61496 0.60175
In -1.21770 2.82932 1.64208
C -0.57573 1.07372 0.38691
C -1.71249 0.13191 0.29542
C -1.99235 -0.57247 1.61800
Br -1.33995 -1.31851 -1.05939
B 0.29535 4.55427 1.72638
O 0.94039 5.02836 0.60512
O 0.61994 5.27278 2.90389
C -0.53214 5.48959 3.72764
H -5.07391 4.24169 -0.75105
H -5.17637 5.03723 -2.31523
H -4.94945 5.99367 -0.86754
H -2.60359 5.73557 -1.17795
H -2.96241 4.76427 -2.59319
H -3.05863 2.74615 -1.32526
H -1.58148 3.60879 -1.01354
H -3.15076 4.56322 0.90664
H -1.72420 2.25589 3.26918
H -0.42223 1.47888 -0.60737
H 0.32732 0.59544 0.74144
H -2.60199 0.65944 -0.01424
H -1.04211 -0.73696 2.10756
H -2.62288 0.04242 2.23924
H -2.45872 -1.53600 1.45178
H 0.86703 5.99680 0.57893
H -0.38455 6.39332 4.30847
H -1.43185 5.63257 3.14510
H -0.67531 4.64756 4.39598
C 2.29617 7.30437 -2.38836
C 1.05798 8.00121 -1.87975
O 0.56818 7.71230 -0.81502
C 0.45604 9.06970 -2.76156
H 2.61613 6.56118 -1.66144
H 2.08129 6.80591 -3.33479
H 3.09811 8.02956 -2.54000
H 0.16814 8.64125 -3.72270
H 1.18106 9.86809 -2.92915
H -0.42588 9.48367 -2.27848
C -2.65316 -4.33364 -5.76381
C -2.52726 -2.83426 -5.64212
O -3.01987 -2.09591 -6.47060
C -1.76847 -2.30988 -4.45413
H -3.22441 -4.57782 -6.65896
H -1.66348 -4.78328 -5.83043
H -3.16661 -4.73610 -4.88990
H -0.74647 -2.68952 -4.47046
H -2.24831 -2.63019 -3.52994
H -1.75094 -1.22328 -4.48238
C 2.11994 2.60684 4.47343
C 2.42155 1.15776 4.19111
O 1.86261 0.53170 3.32177
C 3.47749 0.50832 5.06207
H 1.35071 2.97095 3.79406
H 1.76846 2.71718 5.49714
H 3.02111 3.20557 4.34041
H 3.17258 0.54701 6.10917
H 4.42757 1.03337 4.95059
H 3.60541 -0.53074 4.76399
C 1.37799 -6.75146 -2.86359
C 0.95930 -5.83380 -3.97801
O -0.08798 -5.22588 -3.95436
C 1.91485 -5.70122 -5.14161
H 0.60859 -6.75429 -2.09345
H 1.50507 -7.76774 -3.24250
H 2.31491 -6.40637 -2.42696
H 2.06975 -6.67511 -5.60925
H 2.87409 -5.31694 -4.79161
H 1.50219 -5.01312 -5.87688
C 3.86078 6.22046 8.05433
C 2.95953 5.42501 7.14282
O 3.14060 4.24700 6.93793
C 1.81286 6.16018 6.49410
H 4.63552 5.57026 8.45346
H 4.33031 7.03640 7.50100
H 3.28017 6.62672 8.88333
H 2.19162 6.97390 5.87381
H 1.15096 6.56993 7.26055
H 1.25128 5.47420 5.86452
C -6.90758 -0.03812 -8.76170
C -6.58566 -1.48311 -9.06416
O -7.16397 -2.08409 -9.94331
C -5.51541 -2.12566 -8.22193
H -7.68996 0.30857 -9.43358
H -7.25101 0.05989 -7.73100
H -6.01833 0.57867 -8.89811
H -5.80288 -2.10758 -7.17079
H -4.57357 -1.59343 -8.33451
H -5.37871 -3.15801 -8.53607
C 5.74926 -8.48868 -0.53501
C 5.32257 -7.56655 -1.65129
O 4.27622 -6.96504 -1.60761
C 6.26314 -7.43203 -2.82506
H 4.98751 -8.49393 0.24061
H 5.87754 -9.50277 -0.91688
H 6.69286 -8.14616 -0.10717
H 6.41205 -8.40424 -3.29757
H 7.22736 -7.04695 -2.48963
H 5.83903 -6.74387 -3.55240
C 0.42665 3.58984 11.95149
C 1.06995 4.05373 10.66554
O 2.08188 4.71665 10.67224
C 0.39021 3.65260 9.38093
H 1.01053 3.94376 12.79815
H -0.58733 3.98579 12.02553
H 0.38523 2.49993 11.97620
H -0.62388 4.05532 9.35466
H 0.34646 2.56557 9.30128
H 0.94965 4.04136 8.53383
C 0.15571 -12.35588 -2.85875
C 0.28592 -10.85139 -2.82033
O 1.35719 -10.30653 -2.95098
C -0.98253 -10.06039 -2.61111
H 1.13565 -12.80119 -3.01406
H -0.25682 -12.71948 -1.91641
H -0.50523 -12.65286 -3.67445
H -1.44012 -10.33260 -1.65877
H -1.68913 -10.26626 -3.41674
H -0.75299 -8.99760 -2.60317
*
```

Values from the calculation:
calculated total energy: -136348.4818 eV
highest occupied orbital energy: -0.1405 Eh
frontier orbital gap: 0.205 hartree